Here is 10 unconnected molecules or ions with the total composition C37H70INO9PS from the Open Molecules 2025 dataset. Energies are from ωB97M-V/def2-TZVPD.

The orbital gap is 5.55 eV. The value obtained for the HOMO energy is -9.9 eV. The energy relative to the best compared isomer or geometry (same formula, charge and spin) is 49.27 kcal/mol.

```
! RIJCOSX wB97M-V def2-TZVPD def2/J DEFGRID3
* xyz 1 1
H -1.7879 -3.2391 -3.0655
C -1.8302 4.3611 0.9122
N -3.2167 4.4254 -5.8391
H -1.6389 4.2169 -9.5055
O 4.2511 -0.5485 7.2942
H -2.9325 -4.2593 -2.1379
H 1.2831 4.2000 -4.4601
C -0.8076 4.3919 -5.2440
H 5.4902 -3.8577 5.3272
H 5.3179 -2.1515 5.7730
H -0.1450 5.6646 0.6863
H 1.2596 7.1106 -6.3121
C -2.1849 3.9819 -5.0182
C 4.8388 -3.1287 5.8102
H -5.1572 -0.8485 0.0536
C 2.3197 0.7008 6.7094
H 2.1017 1.4074 -3.6960
H -7.6261 -1.8271 -0.3696
H -0.4313 4.2385 -10.8058
C -2.0326 -3.3446 7.0426
H 1.3550 0.4531 -5.0755
H 8.7074 -6.8507 4.8338
C -1.1539 -3.7195 -1.0775
H 1.3278 -1.0838 2.7128
H -2.3784 -2.4196 6.5768
H -5.0537 -1.7719 1.5838
H -2.8422 6.0566 -13.1492
H 3.0294 -0.6064 2.8146
C -7.2781 -2.7510 0.0968
H -2.2790 -3.3449 8.1061
H 6.6464 -7.8798 7.8823
C 3.7280 1.2078 8.8059
S 1.2374 5.7692 -6.6433
C 3.5061 0.3641 7.5761
H 1.3973 0.5969 7.2847
H 1.3782 -2.6395 7.2464
C 1.5766 1.4913 -4.6917
C -4.9134 -1.8140 0.5022
H 2.2853 0.0132 5.8625
H 4.6146 0.8531 9.3321
C -1.4935 4.1218 -10.5822
C -2.2874 5.1933 -11.2818
H -4.4548 3.1044 -3.0405
C 0.1859 2.1963 -4.4462
O 3.1239 -2.0376 4.5705
H -1.4132 6.4365 -8.0858
H 0.1895 -2.3704 8.5353
O -2.9359 4.5619 1.3657
H 0.0721 -0.5397 0.3986
H 3.8838 2.2496 8.5195
C 7.5434 -7.7211 7.2833
H 1.0443 0.2580 -0.8527
H -2.4156 3.2845 -4.1767
C -2.2337 -3.4229 -2.0852
H -7.5225 -2.7501 1.1606
H -5.4612 1.3689 -5.2017
H -4.6847 4.9037 -3.1840
C 8.5306 -6.0680 5.5740
H 3.2665 -5.1126 4.5180
H -1.6878 6.3440 0.1358
H -2.6019 4.3006 -13.2002
H -1.8004 2.3485 1.6166
H -0.8965 -5.8267 -1.3504
H 8.2805 -5.1433 5.0530
I -0.8223 1.1661 -2.8129
C 2.7044 -4.3316 5.0346
H -0.2156 3.1447 1.6196
O 6.3790 -5.7880 6.5415
H 2.8680 1.1260 9.4736
C 0.2661 3.7719 -4.2608
H -2.5363 -4.1861 6.5662
H -2.7797 -2.5314 -1.7763
H -6.1218 3.7560 -3.3194
H 0.4472 -5.0151 -0.5257
H -0.8761 5.1138 -0.8526
C 0.3320 -2.4111 7.4534
H 8.4004 -7.6285 7.9532
C -2.9763 5.2754 -6.8954
O -0.9912 -3.0163 -0.1007
H -3.6419 1.6058 -5.2350
O -0.0678 -4.4259 6.2604
C 1.0618 -0.4907 -0.0598
C -5.0371 3.9140 -3.5721
H -1.1945 5.4028 -13.1089
H 1.3239 -1.4563 -0.4952
O 2.7437 0.9189 0.8511
H 0.2475 -4.8071 -2.2758
H -3.8671 -2.0431 0.2942
C -0.2841 -4.9234 -1.3292
C -1.1485 3.0265 1.0648
H 4.6786 -3.4001 6.8544
C -1.6275 5.7699 -7.2206
H 2.2387 2.0396 -5.4199
H 1.7810 -4.1445 4.4874
H -0.0364 4.0795 -3.2161
C 2.2637 -1.0105 2.1567
C -0.4987 5.3037 -6.3641
O -2.9530 5.9910 -10.6513
C -5.7889 -2.8909 -0.0883
C 7.3859 -6.4602 6.4730
H -7.7818 -3.5937 -0.3773
C 3.5194 -3.0663 5.0893
H 2.5789 -1.9993 1.8192
H -0.4417 1.9874 -5.3613
C -0.5429 -3.4862 6.8600
C -1.0800 5.4391 0.1703
H 0.0895 -1.4458 7.0051
C -2.2235 5.2365 -12.7848
H -1.8380 3.1349 -10.8964
P -4.8636 3.7750 -5.4539
O -5.3137 -3.8316 -0.6875
C 2.0873 -0.0971 0.9732
H 2.4136 1.7204 6.3302
C -4.6213 1.9089 -5.7042
H 2.4518 -4.6548 6.0445
H -3.8544 5.5724 -7.5129
H 9.4310 -5.9026 6.1686
H -0.9497 2.5993 0.0806
H 7.6767 -8.5765 6.6183
H -4.5338 1.7195 -6.8034
*
```